Molecular formula: C34H31F9IN5O5W
Method: DFT, the ωB97M-V functional and the def2-TZVPD basis

Structure (ORCA input):
```
! wB97M-V def2-TZVPD RIJCOSX def2/J DEFGRID3
* xyz 0 3
W -1.043 0.351 -0.778
C -0.747 1.945 1.756
C -1.739 2.030 0.746
C -2.566 0.850 0.872
C -2.017 0.086 1.964
C -0.937 0.776 2.515
C -0.075 0.320 3.650
C -2.592 -1.194 2.477
C -4.046 0.797 0.582
C -2.112 3.322 0.059
C 0.325 2.957 1.990
H 0.946 0.695 3.553
H -0.023 -0.769 3.709
H -0.454 0.677 4.612
H -3.061 -1.788 1.690
H -3.367 -0.992 3.222
H -1.835 -1.817 2.957
H -4.283 1.068 -0.442
H -4.572 1.486 1.248
H -4.457 -0.195 0.788
H -1.584 3.491 -0.881
H -1.900 4.168 0.715
H -3.176 3.337 -0.164
H 1.307 2.489 2.094
H 0.137 3.507 2.917
H 0.380 3.672 1.172
N -2.655 -1.152 -1.239
N -2.173 -2.371 -1.773
C -0.894 -2.242 -2.393
O -0.513 -3.110 -3.140
O -0.252 -1.189 -2.004
H -3.293 -1.346 -0.475
H -3.146 -0.577 -1.929
H -2.838 -2.849 -2.366
I 5.005 5.333 -5.012
C 3.593 4.164 -4.017
C 2.700 3.398 -4.754
C 1.760 2.627 -4.092
C 1.723 2.623 -2.702
C 2.623 3.392 -1.971
C 3.562 4.168 -2.629
C 0.712 1.809 -2.008
O -0.205 1.212 -2.613
O 0.709 1.679 -0.735
H 2.736 3.404 -5.834
H 1.048 2.026 -4.642
H 2.576 3.383 -0.890
H 4.261 4.774 -2.069
F -5.213 3.204 -3.777
C -4.360 2.946 -2.777
F -3.815 4.109 -2.395
F -5.090 2.498 -1.748
C -3.250 1.900 -3.168
O -2.739 1.302 -2.084
C -3.935 0.789 -4.038
F -5.036 0.334 -3.410
F -4.285 1.157 -5.268
F -3.110 -0.270 -4.158
C -2.221 2.657 -4.078
F -1.445 1.805 -4.753
F -1.436 3.465 -3.361
F -2.837 3.432 -4.989
N 4.144 -3.278 2.870
C 4.619 -4.378 3.549
C 5.868 -4.690 4.078
C 5.981 -5.913 4.708
C 4.892 -6.796 4.808
C 3.659 -6.480 4.280
C 3.524 -5.249 3.637
N 2.422 -4.690 3.019
C 2.828 -3.532 2.578
C 1.973 -2.595 1.850
C 2.341 -1.284 1.579
C 1.474 -0.455 0.896
N 0.275 -0.861 0.461
C -0.074 -2.138 0.708
C 0.724 -3.017 1.398
H 4.679 -2.479 2.583
H 6.709 -4.014 4.003
H 6.933 -6.202 5.135
H 5.032 -7.743 5.311
H 2.817 -7.155 4.351
H 3.289 -0.873 1.901
H 1.740 0.566 0.675
H -1.027 -2.463 0.315
H 0.400 -4.032 1.575
*
```

For the energy above the lowest of the compared OMol25 structures with the same formula, charge and spin, the calculation gives 39.03 kcal per mole. The HOMO energy (spin up / spin down) is -0.27832 / -0.29984 Eh. The total energy comes out at -3227.9294 Eh. As for the HOMO-LUMO gap (spin up / spin down): 6.7 / 7.1 eV.

***

Molecular formula: C53H51N7OPSSe2Y
Method: DFT, the ωB97M-V functional and the def2-TZVPD basis

Structure (ORCA input):
```
! wB97M-V def2-TZVPD RIJCOSX def2/J DEFGRID3
* xyz 2 1
Y 16.085 17.149 17.305
C 15.621 11.842 15.436
N 15.849 12.850 16.517
C 15.409 14.070 16.511
N 15.848 14.759 17.550
C 16.597 13.877 18.271
C 16.638 12.617 17.623
C 17.177 11.314 17.942
C 18.425 10.955 17.510
C 18.997 9.758 17.825
C 18.283 8.838 18.557
C 16.986 9.087 18.820
C 16.414 10.312 18.542
C 17.036 14.172 19.600
C 18.146 13.532 20.160
C 18.342 13.669 21.540
C 17.503 14.435 22.316
C 16.457 15.141 21.822
C 16.197 14.956 20.424
P 14.169 14.659 15.267
C 13.237 15.797 16.293
N 13.690 16.705 17.151
C 12.684 17.567 17.471
C 11.630 17.252 16.612
N 12.020 16.140 15.889
C 11.175 15.477 14.894
C 10.305 17.877 16.531
C 9.840 18.307 15.285
C 8.568 18.833 15.132
C 7.763 18.927 16.244
C 8.208 18.540 17.447
C 9.451 17.964 17.625
C 12.804 18.761 18.333
C 13.498 18.658 19.554
C 13.609 19.832 20.305
C 13.101 21.071 19.798
C 12.309 21.069 18.685
C 12.231 19.917 17.941
C 15.081 15.960 14.426
N 15.541 17.158 14.875
C 16.179 17.765 13.845
C 16.171 16.869 12.749
N 15.473 15.774 13.142
C 15.240 14.642 12.272
C 16.728 17.066 11.382
C 16.465 18.129 10.537
C 17.098 18.181 9.276
C 18.042 17.187 8.963
C 18.254 16.162 9.859
C 17.527 16.039 11.030
C 16.828 19.105 13.924
C 16.014 20.237 13.925
C 16.578 21.488 13.952
C 17.991 21.598 13.993
C 18.803 20.517 13.930
C 18.218 19.264 13.945
H 15.533 10.883 15.903
H 16.440 11.898 14.722
H 14.720 12.244 14.995
H 18.974 11.793 17.151
H 20.072 9.561 17.474
H 18.741 7.863 18.643
H 16.406 8.293 19.271
H 15.362 10.491 18.800
H 18.726 12.833 19.509
H 19.130 13.067 22.063
H 17.663 14.374 23.366
H 15.681 15.619 22.395
H 15.253 15.253 19.993
H 11.720 15.025 14.086
H 10.577 16.201 14.381
H 10.504 14.748 15.398
H 10.533 18.102 14.476
H 8.201 19.070 14.213
H 6.739 19.290 16.122
H 7.585 18.575 18.315
H 9.814 17.636 18.603
H 13.894 17.727 19.965
H 14.016 19.786 21.274
H 13.247 22.005 20.383
H 11.806 21.991 18.436
H 11.749 19.980 16.949
H 14.720 13.845 12.806
H 16.206 14.141 12.009
H 14.778 14.926 11.325
H 15.857 18.978 10.800
H 16.997 19.122 8.659
H 18.710 17.284 8.110
H 19.052 15.463 9.635
H 17.703 15.245 11.673
H 14.898 20.084 13.847
H 15.974 22.398 13.783
H 18.459 22.592 13.967
H 19.871 20.691 13.890
H 18.847 18.361 13.924
C 17.425 20.163 19.853
Se 16.947 18.301 19.809
C 18.810 17.663 20.006
C 19.927 18.628 19.564
Se 19.754 18.685 17.585
C 20.482 20.538 17.285
H 16.476 20.665 19.764
H 18.060 20.317 18.994
H 17.985 20.224 20.757
H 18.838 16.796 19.430
H 18.908 17.418 21.078
H 20.903 18.176 19.902
H 19.863 19.655 19.922
H 21.409 20.486 16.706
H 20.692 20.978 18.264
H 19.685 21.206 16.849
S 18.535 14.155 14.658
C 18.246 15.317 15.646
N 17.898 16.141 16.420
O 15.527 19.445 16.953
H 15.592 20.252 17.501
H 15.683 19.782 16.071
*
```

For the energy above the lowest of the compared OMol25 structures with the same formula, charge and spin, the calculation gives 54.17 kcal per mole. The HOMO energy is -0.46417 Eh. The total energy comes out at -8089.1990 Eh. As for the HOMO-LUMO gap: 8.2 eV.

***

Molecular formula: C45H95F5N2O21PS6
Method: DFT, the ωB97M-V functional and the def2-TZVPD basis

Structure (ORCA input):
```
! wB97M-V def2-TZVPD RIJCOSX def2/J DEFGRID3
* xyz -1 1
C 4.271 2.649 -1.514
N 3.450 1.565 -2.069
C 2.302 1.988 -2.900
P 0.627 1.063 -2.626
C 0.781 1.077 -0.734
C -0.325 0.418 0.087
C -1.551 1.326 0.293
C 0.259 0.105 1.497
C 1.401 -0.730 -2.890
F 2.507 -0.711 -3.721
F 0.507 -1.497 -3.593
C 1.768 -1.535 -1.670
C 0.931 -2.532 -1.230
C 1.254 -3.308 -0.134
C 2.428 -3.115 0.547
C 3.267 -2.108 0.107
C 4.534 -1.875 0.866
F 5.075 -0.687 0.626
F 4.292 -1.900 2.190
F 5.456 -2.823 0.637
C 2.947 -1.354 -0.983
O -0.152 2.661 -2.550
C -1.397 2.638 -3.178
C -1.918 1.181 -3.286
N -1.931 0.821 -4.728
C -3.350 0.917 -2.731
C -4.051 2.131 -2.123
C -5.510 1.783 -1.744
C -5.670 1.286 -0.289
C -6.542 0.001 -0.193
C -5.839 -1.289 0.282
C -5.328 -2.166 -0.880
C -5.686 -3.659 -0.722
C -6.111 -4.314 -2.054
C -5.212 -5.455 -2.511
O -4.912 -6.355 -1.455
C -3.549 -6.477 -1.127
O -0.991 0.361 -2.642
H 4.144 2.677 -0.433
H 4.026 3.617 -1.936
H 5.323 2.429 -1.679
H 4.054 0.961 -2.601
H 2.559 1.807 -3.944
H 2.104 3.047 -2.809
H 0.504 1.130 -4.066
H 1.760 0.769 -0.388
H 0.720 2.134 -0.497
H -0.671 -0.539 -0.288
H -1.710 1.531 1.350
H -2.443 0.828 -0.061
H -1.403 2.266 -0.227
H 0.208 0.986 2.126
H -0.346 -0.675 1.955
H 1.285 -0.234 1.412
H -0.002 -2.736 -1.720
H 0.588 -4.095 0.171
H 2.703 -3.716 1.394
H 3.622 -0.585 -1.320
H -1.268 2.966 -4.213
H -2.009 3.331 -2.610
H -2.527 1.490 -5.200
H -2.289 -0.116 -4.853
H -3.356 0.123 -1.994
H -3.976 0.594 -3.555
H -4.064 2.907 -2.886
H -3.536 2.545 -1.264
H -5.882 1.040 -2.441
H -6.064 2.709 -1.865
H -4.699 1.105 0.152
H -6.181 2.053 0.285
H -7.341 0.185 0.524
H -7.020 -0.196 -1.145
H -4.999 -1.011 0.905
H -6.551 -1.875 0.855
H -4.245 -2.093 -0.884
H -5.672 -1.805 -1.843
H -4.830 -4.186 -0.319
H -6.502 -3.780 -0.018
H -7.123 -4.692 -1.983
H -6.077 -3.559 -2.835
H -5.757 -6.035 -3.257
H -4.317 -5.093 -3.008
H -3.486 -6.737 -0.076
H -2.998 -5.551 -1.266
H -3.044 -7.271 -1.676
O -3.933 5.872 -2.725
S -4.999 6.801 -2.524
O -6.365 6.379 -2.597
O -4.779 8.049 -3.489
C -4.663 7.787 -4.902
C -5.985 7.416 -5.545
C -4.753 7.633 -0.999
H -3.909 7.016 -5.072
H -4.287 8.710 -5.338
H -6.360 6.468 -5.164
H -5.862 7.321 -6.625
H -6.739 8.175 -5.337
H -3.725 7.979 -0.940
H -4.959 6.911 -0.213
H -5.451 8.463 -0.932
O -6.669 6.746 1.431
S -7.790 6.487 2.282
O -8.004 7.280 3.452
O -7.787 4.952 2.669
C -6.599 4.405 3.290
C -6.429 4.847 4.729
C -9.263 6.474 1.324
H -5.724 4.655 2.689
H -6.723 3.325 3.246
H -6.253 5.919 4.799
H -5.578 4.334 5.177
H -7.326 4.624 5.308
H -9.108 5.855 0.444
H -9.460 7.504 1.035
H -10.075 6.093 1.936
O 7.292 1.591 5.648
S 8.142 1.909 4.537
O 7.612 2.560 3.384
O 8.921 0.600 4.100
C 8.150 -0.576 3.751
C 7.455 -0.464 2.410
C 9.530 2.812 5.122
H 7.438 -0.796 4.548
H 8.870 -1.391 3.726
H 6.692 0.311 2.420
H 6.975 -1.405 2.158
H 8.171 -0.208 1.627
H 9.941 2.301 5.989
H 9.171 3.801 5.399
H 10.268 2.892 4.329
O 10.740 4.197 8.073
S 9.512 4.421 8.775
O 8.655 5.507 8.415
O 9.819 4.485 10.333
C 10.787 5.452 10.791
C 10.262 6.874 10.756
C 8.563 2.940 8.791
H 11.707 5.353 10.213
H 11.016 5.169 11.816
H 10.072 7.203 9.736
H 10.992 7.553 11.198
H 9.324 6.951 11.305
H 9.202 2.113 9.088
H 8.185 2.784 7.780
H 7.734 3.064 9.481
O -2.417 -9.665 -0.069
S -1.947 -10.805 0.654
O -2.146 -10.904 2.066
O -0.417 -11.035 0.316
C 0.502 -9.943 0.565
C 0.773 -9.742 2.041
C -2.563 -12.269 -0.102
H 0.130 -9.030 0.097
H 1.422 -10.218 0.054
H -0.123 -9.419 2.569
H 1.538 -8.982 2.177
H 1.107 -10.673 2.500
H -2.396 -12.213 -1.174
H -3.628 -12.311 0.116
H -2.057 -13.127 0.331
O 4.510 -5.480 -8.306
S 3.239 -5.289 -7.672
O 2.351 -4.270 -8.130
O 3.461 -5.154 -6.113
C 4.356 -4.121 -5.628
C 3.767 -2.729 -5.719
C 2.367 -6.818 -7.630
H 5.309 -4.192 -6.155
H 4.543 -4.369 -4.585
H 3.612 -2.427 -6.754
H 4.436 -2.006 -5.254
H 2.802 -2.687 -5.219
H 3.031 -7.596 -7.264
H 2.056 -7.031 -8.650
H 1.499 -6.706 -6.987
*
```

The HOMO energy is -0.15186 Eh. The total energy comes out at -6690.9033 Eh. As for the HOMO-LUMO gap: 5.8 eV.